Record 1
Computed, not measured: a single C2H4BrP molecule, with ωB97M-V/def2-TZVPD.

E_LUMO = 0.604 eV
structure (SMILES) = Br[C@H]1CP1
Kohn-Sham gap = 10.352 eV
energy above the lowest of the compared OMol25 structures with the same formula, charge and spin = 31.3 kcal per mole

```
8
C2H4BrP (ωB97M-V/def2-TZVPD)
C -0.306 0.310 -0.737
C 0.364 0.220 0.613
P -0.108 -1.371 -0.200
Br 2.374 0.694 0.626
H -1.303 0.719 -0.542
H 0.325 0.444 -1.642
H -0.087 0.633 1.387
H -1.259 -1.649 0.494
```


Record 2
Computed, not measured: 2 unconnected molecules or ions with the total composition C6H13NO5P, with ωB97M-V/def2-TZVPD.

E_LUMO = 1.945 eV
net charge = -1
Kohn-Sham gap = 3.780 eV

```
26
C6H13NO5P (ωB97M-V/def2-TZVPD)
O -1.989 1.296 3.410
P -2.318 0.467 2.228
O -3.596 1.040 1.469
O -2.741 -1.019 2.631
C -0.861 0.485 1.158
C -0.716 -0.514 0.045
N 0.446 -0.980 0.002
C 1.342 -0.491 1.040
C 0.434 0.344 1.991
H -3.467 1.990 1.354
H -1.958 -1.508 2.914
H -0.970 1.465 0.665
H -1.442 -0.794 -0.715
H 0.893 -1.671 -0.835
H 1.628 -1.383 1.609
H 2.278 -0.053 0.695
H 0.834 1.302 2.309
H 0.224 -0.330 2.826
O 1.418 -1.578 -2.068
C 1.049 -0.317 -2.607
C 1.967 0.409 -3.635
O 1.512 1.630 -3.970
H 0.944 0.461 -1.798
H 0.045 -0.295 -3.097
H 2.061 -0.332 -4.479
H 2.984 0.377 -3.142
```


Record 3
Computed, not measured: 2 unconnected molecules or ions with the total composition CH3O2Si, with ωB97M-V/def2-TZVPD.

E_LUMO = 4.375 eV
net charge = -1
Kohn-Sham gap = 8.153 eV
energy above the lowest of the compared OMol25 structures with the same formula, charge and spin = 3.3 kcal per mole

```
7
CH3O2Si (ωB97M-V/def2-TZVPD)
C 2.719 -0.107 -0.017
O 0.247 0.046 -1.169
O 2.119 -0.503 0.859
Si -0.946 0.099 -0.236
H -0.838 1.058 0.963
H -2.178 0.528 -0.910
H -1.123 -1.120 0.510
```


Record 4
Computed, not measured: a single C5H9NO molecule, with ωB97M-V/def2-TZVPD.

E_LUMO = 0.977 eV
structure (SMILES) = CC(=O)[C@@H]1CN1C
Kohn-Sham gap = 10.388 eV
energy above the lowest of the compared OMol25 structures with the same formula, charge and spin = 61.8 kcal per mole

```
16
C5H9NO (ωB97M-V/def2-TZVPD)
C 1.099 -0.053 -1.984
N 0.516 0.248 -0.711
C 1.144 -0.459 0.408
C -0.269 -0.708 0.014
C -1.448 -0.282 0.842
O -2.419 -1.007 0.906
C -1.342 1.026 1.585
H 2.062 0.475 -2.031
H 0.450 0.325 -2.771
H 1.288 -1.130 -2.104
H 1.829 -1.294 0.209
H 1.447 0.456 0.868
H -0.442 -1.644 -0.518
H -1.198 1.843 0.872
H -2.249 1.189 2.170
H -0.468 1.015 2.246
```


HOMO level (eV)
-9.748 -1.834 -3.777 -9.411